Entry 1:
# C33H35N5O2RbSTe

C33H35N5O2RbSTe as an isolated structure (ωB97M-V with the def2-TZVPD basis set, the Open Molecules 2025 dataset).

## Properties
charge	+1
ΔE to the lowest compared entry with this formula, charge and spin	58.8	kJ/mol
spin multiplicity	1
LUMO	-2.024	eV

Geometry as XYZ:
```
78
C33H35N5O2RbSTe, DFT ωB97M-V with the def2-TZVPD basis set
Rb -0.269 0.028 -0.151
C -2.573 -0.307 3.345
C -2.221 0.822 2.411
C -1.129 1.649 2.674
C -0.803 2.711 1.837
C 0.351 3.625 2.147
C -1.582 2.926 0.701
C -2.678 2.122 0.409
C -3.511 2.358 -0.823
C -2.981 1.072 1.275
H -1.689 -0.884 3.626
H -3.300 -0.984 2.895
H -3.011 0.079 4.267
H -0.523 1.464 3.556
H 0.911 3.869 1.243
H 1.035 3.176 2.867
H -0.011 4.563 2.572
H -1.316 3.725 0.017
H -4.366 2.996 -0.592
H -3.902 1.421 -1.222
H -2.933 2.855 -1.603
H -3.820 0.426 1.043
C 2.918 -3.579 -3.726
O 1.820 -2.823 -3.213
C 1.645 -2.662 -1.897
O 0.737 -1.969 -1.492
N 2.532 -3.296 -1.078
N 2.327 -3.183 0.302
H 2.882 -3.450 -4.803
H 2.815 -4.640 -3.493
H 3.868 -3.194 -3.353
H 3.021 -4.106 -1.423
H 3.225 -3.184 0.764
H 1.756 -3.948 0.649
N 2.973 3.159 -2.365
C 2.115 3.209 -3.444
C 2.188 3.841 -4.680
C 1.115 3.661 -5.531
C 0.010 2.877 -5.166
C -0.055 2.250 -3.938
C 1.017 2.423 -3.065
N 1.216 1.924 -1.788
C 2.380 2.380 -1.411
C 2.979 2.093 -0.111
C 4.123 2.632 0.400
S 4.391 2.032 1.978
C 3.002 1.046 1.817
N 2.350 1.186 0.706
H 3.878 3.589 -2.297
H 3.037 4.446 -4.970
H 1.126 4.135 -6.503
H -0.805 2.763 -5.868
H -0.904 1.639 -3.661
H 4.785 3.360 -0.039
H 2.689 0.375 2.606
Te -2.636 -2.686 -1.749
C -4.534 -3.056 -0.882
C -5.010 -2.220 0.125
C -6.240 -2.457 0.718
C -7.011 -3.535 0.302
C -6.546 -4.370 -0.705
C -5.313 -4.131 -1.295
C -1.581 -3.791 -0.282
C -1.636 -3.422 1.059
C -0.974 -4.169 2.023
C -0.243 -5.292 1.652
C -0.178 -5.659 0.314
C -0.846 -4.912 -0.651
H -4.409 -1.377 0.442
H -6.601 -1.801 1.500
H -7.974 -3.722 0.759
H -7.146 -5.208 -1.034
H -4.956 -4.786 -2.080
H -2.225 -2.563 1.361
H -1.043 -3.886 3.066
H 0.257 -5.888 2.404
H 0.372 -6.546 0.020
H -0.818 -5.222 -1.688
```

---

Entry 2:
# C33H36AsBrCuF10N7SeSi2

C33H36AsBrCuF10N7SeSi2 as an isolated structure (ωB97M-V with the def2-TZVPD basis set, the Open Molecules 2025 dataset).

## Properties
charge	-1
<S²>	0.78
ΔE to the lowest compared entry with this formula, charge and spin	2.1	kJ/mol
spin multiplicity	2
LUMO (alpha / beta)	2.311 / 2.305	eV

Geometry as XYZ:
```
92
C33H36AsBrCuF10N7SeSi2, DFT ωB97M-V with the def2-TZVPD basis set
Cu -0.560 -0.890 -0.114
C -1.378 1.782 1.136
N -0.695 0.570 1.576
C 0.516 0.910 2.327
C 1.680 1.284 1.431
N 2.269 0.143 0.729
C 2.882 -0.859 1.450
C 3.653 -0.642 2.602
F 3.897 0.610 3.039
C 4.228 -1.668 3.331
F 4.950 -1.379 4.420
C 4.099 -2.980 2.923
F 4.677 -3.970 3.609
C 3.373 -3.242 1.776
F 3.246 -4.495 1.340
C 2.772 -2.208 1.086
F 2.061 -2.533 0.004
C -1.603 -0.246 2.396
C -1.012 -1.609 2.716
N -0.567 -2.235 1.487
C -0.245 -3.541 1.555
C -0.231 -4.332 0.377
F -0.592 -3.758 -0.782
C 0.111 -5.663 0.342
F 0.079 -6.332 -0.820
C 0.461 -6.338 1.502
F 0.780 -7.646 1.473
C 0.467 -5.624 2.679
F 0.833 -6.230 3.821
C 0.140 -4.279 2.701
F 0.286 -3.665 3.905
H -1.710 2.389 1.994
H -0.717 2.389 0.518
H -2.249 1.510 0.539
H 0.301 1.740 3.021
H 0.808 0.054 2.933
H 1.335 1.979 0.665
H 2.423 1.823 2.020
H -1.859 0.284 3.329
H -2.523 -0.377 1.820
H -0.223 -1.490 3.467
H -1.798 -2.194 3.218
Br -3.414 1.835 -3.682
C -1.729 2.674 -3.598
C -1.259 3.423 -4.657
C -0.025 4.041 -4.517
C 0.659 3.891 -3.323
N 0.214 3.148 -2.312
C -0.949 2.523 -2.460
H -1.836 3.508 -5.567
H 0.394 4.633 -5.320
H 1.614 4.385 -3.169
H -1.268 1.863 -1.660
C 5.202 1.218 -0.286
Si 3.754 1.817 -1.327
C 4.380 2.168 -3.067
C 3.221 3.476 -0.609
As 1.918 0.279 -1.167
Si 2.824 -1.455 -2.543
C 2.842 -0.528 -4.186
C 1.721 -2.946 -2.750
C 4.563 -2.011 -2.089
H 6.051 1.894 -0.428
H 5.524 0.210 -0.546
H 4.943 1.227 0.773
H 5.075 3.012 -3.011
H 3.577 2.435 -3.755
H 4.917 1.319 -3.488
H 3.916 4.252 -0.943
H 3.245 3.462 0.482
H 2.212 3.745 -0.924
H 2.284 0.410 -4.139
H 2.353 -1.148 -4.939
H 3.854 -0.306 -4.527
H 0.670 -2.667 -2.689
H 1.913 -3.735 -2.024
H 1.901 -3.349 -3.751
H 5.291 -1.212 -2.236
H 4.851 -2.853 -2.725
H 4.625 -2.344 -1.051
Se -0.566 -0.403 -5.288
N -2.146 -1.274 -5.307
C -2.469 -1.472 -4.032
C -3.645 -2.097 -3.595
C -3.857 -2.220 -2.227
C -2.912 -1.746 -1.336
N -1.763 -1.135 -1.693
C -1.526 -0.975 -3.023
N -0.440 -0.371 -3.480
H -4.354 -2.467 -4.324
H -4.745 -2.702 -1.841
H -3.049 -1.890 -0.271
```

---

Entry 3:
# C33H36BCdFN11O3Se

C33H36BCdFN11O3Se as an isolated structure (ωB97M-V with the def2-TZVPD basis set, the Open Molecules 2025 dataset).

## Properties
charge	+1
ΔE to the lowest compared entry with this formula, charge and spin	0.0	kJ/mol
spin multiplicity	1
LUMO	-3.204	eV

Geometry as XYZ:
```
87
C33H36BCdFN11O3Se, DFT ωB97M-V with the def2-TZVPD basis set
Cd 0.447 2.041 -1.130
C 2.516 1.871 2.953
C 1.415 1.610 2.129
N 1.604 2.126 0.923
N 2.811 2.721 0.935
C 3.380 2.582 2.144
B 3.365 3.459 -0.303
N 2.375 4.567 -0.736
C 2.596 5.892 -0.743
C 1.445 6.527 -1.162
C 0.547 5.481 -1.395
N 1.114 4.309 -1.138
N 3.590 2.455 -1.459
C 4.727 2.234 -2.139
C 4.483 1.279 -3.104
C 3.131 0.963 -2.936
N 2.607 1.672 -1.944
H 2.657 1.600 3.984
H 0.491 1.098 2.352
H 4.349 3.007 2.344
H 4.417 3.966 -0.023
H 3.555 6.286 -0.451
H 1.280 7.583 -1.278
H -0.477 5.528 -1.730
H 5.625 2.773 -1.888
H 5.175 0.877 -3.822
H 2.517 0.265 -3.483
C -3.823 -4.258 1.748
C -2.990 -3.321 2.608
N -2.047 -2.526 1.818
C -2.392 -1.267 1.463
C -1.662 -0.423 0.688
C -2.275 0.954 0.473
O -3.479 1.071 0.670
O -1.478 1.894 0.135
C -0.431 -0.898 0.115
O 0.301 -0.302 -0.678
C -0.045 -2.268 0.527
C 1.177 -2.771 0.074
C 1.566 -4.026 0.437
F 2.777 -4.489 0.049
C 0.762 -4.849 1.233
C -0.439 -4.353 1.689
C -0.854 -3.053 1.357
N 1.159 -6.171 1.614
C 1.612 -7.060 0.547
C 1.858 -8.448 1.162
N 1.127 -8.512 2.471
C 1.750 -7.581 3.479
C 2.054 -6.256 2.763
H -4.509 -4.833 2.371
H -3.197 -4.956 1.190
H -4.413 -3.690 1.029
H -2.438 -3.860 3.378
H -3.631 -2.614 3.131
H -3.346 -0.910 1.832
H 1.804 -2.140 -0.543
H -1.066 -4.996 2.289
H 2.536 -6.728 0.068
H 0.834 -7.112 -0.215
H 2.906 -8.629 1.391
H 1.496 -9.250 0.523
H 1.091 -9.463 2.833
H 0.172 -8.188 2.307
H 2.644 -8.067 3.864
H 1.029 -7.461 4.284
H 3.109 -6.207 2.467
H 1.869 -5.429 3.445
C -2.334 4.767 -4.966
N -2.595 4.529 -3.561
C -2.114 3.510 -2.812
Se -1.013 2.140 -3.427
N -2.570 3.662 -1.563
C -3.359 4.796 -1.483
C -4.044 5.376 -0.425
C -4.746 6.536 -0.701
C -4.766 7.096 -1.984
C -4.084 6.514 -3.040
C -3.380 5.352 -2.758
H -1.599 4.045 -5.307
H -1.940 5.775 -5.097
H -3.252 4.656 -5.542
H -2.308 3.016 -0.784
H -4.029 4.933 0.561
H -5.296 7.023 0.092
H -5.328 8.003 -2.155
H -4.103 6.945 -4.032
```

---

Entry 4:
# C33H36BiIN4O4SeSi

C33H36BiIN4O4SeSi as an isolated structure in a non-equilibrium geometry (ωB97M-V with the def2-TZVPD basis set, the Open Molecules 2025 dataset).

## Properties
charge	0
ΔE to the lowest compared entry with this formula, charge and spin	3.9	kJ/mol
spin multiplicity	1
LUMO	0.112	eV

Geometry as XYZ:
```
81
C33H36BiIN4O4SeSi, DFT ωB97M-V with the def2-TZVPD basis set
Bi -0.476 0.378 0.563
O 4.173 -0.547 2.938
C 3.022 -0.333 2.286
O 2.530 0.758 2.178
C 2.474 -1.565 1.652
C 3.322 -2.521 1.105
C 2.762 -3.593 0.428
C 1.385 -3.677 0.323
C 0.611 -2.683 0.907
N 1.141 -1.648 1.555
C -0.912 -2.723 0.781
O -1.434 -3.809 0.595
O -1.554 -1.600 0.856
H 4.464 0.288 3.328
H 4.394 -2.414 1.200
H 3.397 -4.348 -0.016
H 0.894 -4.495 -0.185
N 1.901 -0.409 -2.078
C 1.241 -0.358 -3.295
C 1.833 0.098 -4.451
C 1.115 0.161 -5.658
C -0.195 -0.222 -5.722
C -0.843 -0.691 -4.558
C -2.187 -1.127 -4.544
C -2.733 -1.597 -3.385
C -1.938 -1.636 -2.222
N -0.693 -1.220 -2.189
C -0.132 -0.757 -3.335
H 2.902 -0.503 -2.123
H 1.450 -1.029 -1.418
H 2.876 0.393 -4.433
H 1.625 0.502 -6.550
H -0.740 -0.194 -6.657
H -2.763 -1.081 -5.461
H -3.758 -1.938 -3.339
H -2.343 -2.027 -1.296
C -2.623 1.945 -1.998
Si -2.620 1.771 -0.101
C -4.228 0.983 0.502
C -2.519 3.582 0.492
H -3.273 2.767 -2.305
H -2.977 1.042 -2.496
H -1.622 2.159 -2.384
H -5.050 1.703 0.515
H -4.112 0.579 1.510
H -4.512 0.152 -0.147
H -3.518 3.962 0.721
H -2.099 4.211 -0.296
H -1.901 3.717 1.380
I 2.388 5.833 2.736
C 1.810 4.627 1.124
C 2.272 4.895 -0.153
C 1.870 4.056 -1.182
C 1.040 2.991 -0.885
N 0.590 2.751 0.347
C 0.961 3.554 1.341
H 2.928 5.732 -0.344
H 2.199 4.231 -2.196
H 0.723 2.290 -1.650
H 0.577 3.320 2.326
C -5.680 -1.263 6.051
C -4.498 -0.768 5.263
C -3.370 -1.556 5.085
C -2.240 -1.086 4.425
C -1.035 -1.976 4.331
C -2.260 0.211 3.895
Se -0.622 0.945 3.121
C -3.391 1.023 4.049
C -3.457 2.443 3.561
C -4.490 0.513 4.732
H -5.537 -2.296 6.365
H -6.596 -1.199 5.462
H -5.820 -0.651 6.944
H -3.358 -2.563 5.486
H -1.152 -2.859 4.958
H -0.135 -1.439 4.632
H -0.890 -2.302 3.305
H -2.718 2.621 2.787
H -3.246 3.132 4.383
H -4.446 2.679 3.167
H -5.360 1.147 4.873
```

---

Entry 5:
# C33H36CeN7O3SSi

C33H36CeN7O3SSi as an isolated structure in a non-equilibrium geometry (ωB97M-V with the def2-TZVPD basis set, the Open Molecules 2025 dataset).

## Properties
charge	0
<S²>	0.75
ΔE to the lowest compared entry with this formula, charge and spin	32.0	kJ/mol
spin multiplicity	2
LUMO (alpha / beta)	-0.435 / -0.436	eV

Geometry as XYZ:
```
82
C33H36CeN7O3SSi, DFT ωB97M-V with the def2-TZVPD basis set
Ce -0.003 0.575 0.086
O -3.813 -1.051 1.750
C -3.422 -2.271 2.155
C -4.298 -2.987 2.972
C -3.976 -4.258 3.400
C -2.767 -4.843 3.031
C -1.881 -4.132 2.247
C -2.187 -2.844 1.803
C -1.227 -2.083 0.974
O -1.635 -1.075 0.297
N 0.029 -2.525 0.993
N 0.890 -1.695 0.353
C 2.110 -2.068 0.256
C 3.104 -1.168 -0.310
C 4.455 -1.516 -0.275
C 5.396 -0.643 -0.786
C 4.962 0.551 -1.341
C 3.600 0.816 -1.350
N 2.685 -0.006 -0.845
H -3.170 -0.724 1.096
H -5.233 -2.518 3.249
H -4.679 -4.802 4.018
H -2.521 -5.843 3.362
H -0.925 -4.550 1.968
H 2.432 -3.038 0.629
H 4.751 -2.463 0.158
H 6.450 -0.887 -0.752
H 5.658 1.265 -1.757
H 3.223 1.737 -1.776
O 1.641 0.801 1.720
N 2.576 1.718 1.862
C 3.505 1.527 2.821
C 4.505 2.428 3.059
C 4.567 3.579 2.270
C 3.627 3.759 1.286
C 2.602 2.823 1.053
S 1.434 3.047 -0.170
H 3.387 0.610 3.379
H 5.217 2.230 3.846
H 5.342 4.316 2.435
H 3.635 4.629 0.646
C -0.629 0.515 4.134
C -1.551 1.401 3.338
C -2.503 2.177 3.968
C -3.340 2.967 3.177
C -3.199 2.968 1.814
C -2.195 2.170 1.213
N -1.398 1.393 2.009
N -1.926 2.088 -0.104
Si -2.516 3.132 -1.330
C -1.385 2.793 -2.826
C -4.314 2.803 -1.831
C -2.363 4.979 -0.939
H 0.152 1.117 4.606
H -0.151 -0.216 3.485
H -1.180 0.005 4.925
H -2.608 2.155 5.044
H -4.110 3.572 3.642
H -3.847 3.556 1.179
H -1.927 2.331 -3.655
H -0.561 2.135 -2.550
H -0.944 3.719 -3.200
H -4.492 1.739 -2.003
H -4.572 3.343 -2.745
H -5.006 3.128 -1.050
H -1.345 5.211 -0.617
H -3.046 5.295 -0.148
H -2.583 5.575 -1.828
C -1.058 -2.271 -6.232
C -0.778 -1.673 -4.886
C -1.782 -1.131 -4.095
C -1.465 -0.575 -2.869
N -0.222 -0.516 -2.388
C 0.745 -1.047 -3.143
C 0.516 -1.627 -4.375
H -2.127 -2.351 -6.417
H -0.612 -3.262 -6.315
H -0.618 -1.649 -7.014
H -2.812 -1.140 -4.429
H -2.239 -0.154 -2.236
H 1.745 -0.998 -2.740
H 1.347 -2.040 -4.934
```

---

Entry 6:
# C33H36F4N2SbTc

C33H36F4N2SbTc as an isolated structure (ωB97M-V with the def2-TZVPD basis set, the Open Molecules 2025 dataset).

## Properties
charge	+3
<S²>	3.90
spin multiplicity	4
LUMO (alpha / beta)	-11.263 / -11.220	eV

Geometry as XYZ:
```
77
C33H36F4N2SbTc, DFT ωB97M-V with the def2-TZVPD basis set
Tc -1.358 1.131 -0.750
C -2.879 -2.258 -0.326
C -3.143 -1.058 0.559
N -3.181 0.282 -0.156
C -4.063 0.219 -1.383
C -3.987 1.472 -2.244
C -3.734 1.314 0.806
C -2.659 1.809 1.747
N -1.496 2.148 0.899
C -0.591 3.154 1.172
C 0.324 3.454 0.164
F 0.193 2.669 -0.992
C 1.275 4.426 0.236
F 2.087 4.640 -0.780
C 1.354 5.175 1.409
C 0.481 4.900 2.444
F 0.546 5.579 3.567
C -0.481 3.899 2.350
F -1.269 3.643 3.383
H -2.721 -3.115 0.327
H -1.992 -2.148 -0.950
H -3.725 -2.498 -0.968
H -2.396 -0.981 1.352
H -4.121 -1.161 1.033
H -5.084 0.034 -1.041
H -3.746 -0.646 -1.959
H -4.334 2.379 -1.752
H -4.626 1.327 -3.117
H -2.981 1.655 -2.659
H -4.572 0.875 1.346
H -4.110 2.153 0.226
H -2.365 1.061 2.486
H -3.016 2.682 2.286
H 2.091 5.963 1.508
C 3.687 -1.075 1.522
C 3.753 -0.076 0.390
C 4.982 0.490 0.061
C 5.133 1.388 -0.987
C 4.048 1.742 -1.779
C 2.812 1.200 -1.496
C 2.676 0.315 -0.416
Sb 0.769 -0.530 -0.279
C 0.412 -1.413 -2.136
C -0.628 -0.852 -2.891
C -0.970 -1.323 -4.140
C -0.235 -2.395 -4.637
C 0.819 -2.936 -3.912
C 1.180 -2.454 -2.653
C 2.378 -3.004 -1.921
C 0.361 -1.767 1.340
C 0.083 -3.110 1.078
C -0.085 -3.979 2.144
C 0.014 -3.496 3.444
C 0.279 -2.151 3.685
C 0.454 -1.251 2.641
C 0.737 0.204 2.926
H 4.687 -1.429 1.764
H 3.086 -1.951 1.276
H 3.282 -0.633 2.432
H 5.849 0.201 0.644
H 6.112 1.797 -1.201
H 4.169 2.418 -2.614
H 1.976 1.441 -2.142
H -1.191 0.030 -2.528
H -1.766 -0.877 -4.721
H -0.477 -2.798 -5.612
H 1.391 -3.751 -4.339
H 2.736 -3.921 -2.384
H 2.155 -3.232 -0.876
H 3.200 -2.283 -1.941
H 0.017 -3.484 0.063
H -0.277 -5.029 1.962
H -0.110 -4.173 4.280
H 0.360 -1.798 4.706
H 1.002 0.355 3.972
H -0.141 0.823 2.726
H 1.564 0.594 2.325
```

---

Total energy for every record listed, in sequence, given in eV: -65115.2488; -329034.6232; -130642.6450; -136123.4094; -83025.5811; -57361.1977.